C18H41CuN2O8S2 | the ωB97M-V functional and the def2-TZVPD basis

Output
Relative energy (zero: lowest compared OMol25 entry of this formula, charge and spin)   2.225 eV
E   -104993.038 eV
HOMO (spin up / spin down)   -0.426 / -0.418 Eh

```
! wB97M-V def2-TZVPD RIJCOSX def2/J DEFGRID3
* xyz 1 2
Cu 0.65673 0.55073 -0.10061
C 2.43586 0.87210 -3.82158
C 1.78028 0.93504 -2.48553
O 0.53305 1.13034 -2.37618
O 2.46732 0.70579 -1.51103
H 3.24119 1.59922 -3.71743
H 1.85291 1.26936 -4.65252
H 2.92690 -0.08759 -3.98275
C 0.30724 -1.01723 4.32744
C 0.91426 -0.57452 2.88301
C 1.35619 -1.81152 2.09053
O 1.87650 -1.32191 0.86299
C 2.91930 -2.11934 0.31489
N -0.14497 0.17013 2.17742
H -0.11579 -0.09751 4.73152
H 1.16007 -1.24045 4.96850
H -0.31159 -1.91427 4.34885
H 1.75978 0.05258 3.16577
H 0.54470 -2.50430 1.86773
H 2.14261 -2.24015 2.71174
H 3.84800 -2.10318 0.88529
H 3.19247 -1.99238 -0.73266
H 2.64593 -3.16798 0.43203
H -0.94944 -0.43973 2.20899
H -0.38464 0.95809 2.76204
C 1.01883 4.80040 0.93952
C 1.34509 3.33118 0.73224
C 2.07232 2.66104 1.94178
O 2.57301 1.46927 1.34080
C 3.85607 1.10812 1.81230
N 0.07804 2.68953 0.47940
H 1.87176 5.46363 1.08349
H 0.41486 4.94041 1.83603
H 0.46591 5.29523 0.14107
H 2.00947 3.35679 -0.13150
H 1.39876 2.43386 2.76810
H 2.78672 3.35238 2.38876
H 4.57469 1.92182 1.71445
H 4.30169 0.27637 1.26667
H 3.79036 0.77836 2.84914
H -0.33370 3.06196 -0.36433
H -0.62021 2.95114 1.16066
C -0.28693 -4.90626 -0.66190
C 0.10645 -4.81619 -2.13571
C 0.44986 -3.40954 -2.57856
S -0.78293 -2.35374 -1.71498
O -1.97574 -2.03612 -2.51753
O -0.17989 -1.26408 -0.91905
C -1.24686 -3.65562 -0.51727
H 0.50006 -4.55593 0.00595
H -0.71108 -5.83232 -0.27383
H -0.73968 -5.24086 -2.67590
H 0.92040 -5.47272 -2.44322
H 0.53492 -3.05143 -3.60453
H 1.39746 -3.07464 -2.15667
H -2.24858 -4.02055 -0.74415
H -1.53217 -3.20318 0.43247
C -4.70966 2.62166 -0.92453
C -4.83905 1.73643 -2.17836
C -3.72719 0.67625 -2.19279
S -3.15522 0.43958 -0.51865
O -1.75634 0.76065 -0.37723
O -3.60069 -0.87182 -0.07864
C -4.34502 1.72451 0.24623
H -5.62778 3.18070 -0.74389
H -3.99032 3.41271 -1.13646
H -4.91402 2.34197 -3.08158
H -5.79307 1.20976 -2.15458
H -2.81655 1.03964 -2.66900
H -4.01314 -0.27936 -2.63225
H -3.90578 2.19046 1.12830
H -5.27010 1.20740 0.50104
*
```